# 1
{
  "formula": "C5H8O",
  "method": "ωB97M-V/def2-TZVPD",
  "species": ["C", "C", "C", "C", "C", "O", "H", "H", "H", "H", "H", "H", "H", "H"],
  "xyz": [[1.0981, 0.0272, 0.9239], [0.2975, -1.0826, 1.4613], [-0.3800, -0.1047, 0.5477], [-0.3215, -0.1689, -0.9190], [-0.9376, 0.9072, -1.6697], [0.4275, 1.0390, -1.4263], [1.9073, -0.2290, 0.2079], [1.3019, 0.9333, 1.4639], [-0.0077, -0.9687, 2.4859], [0.4848, -2.0635, 1.0510], [-1.1321, 0.5770, 0.9835], [0.0628, -1.0815, -1.3672], [-1.2141, 0.6795, -2.6803], [-1.5869, 1.5359, -1.0627]],
  "atomic_forces_ev_per_a": [[0.693, 0.485, 0.471], [-0.335, -0.029, -0.045], [0.775, 0.353, -0.139], [0.631, 0.613, -0.251], [-0.789, -0.595, 0.003], [-0.112, -0.743, -0.063], [-1.088, 0.373, 0.212], [0.326, -0.148, 0.656], [-0.155, -0.540, 0.225], [0.066, -0.198, 0.356], [0.766, -0.281, -0.237], [-0.331, 0.085, -0.200], [-0.347, 0.391, -0.557], [-0.101, 0.233, -0.429]],
  "nbo_charge": [-0.386, -0.411, -0.283, 0.038, -0.096, -0.519, 0.223, 0.220, 0.223, 0.217, 0.220, 0.202, 0.178, 0.173],
  "mol_weight_g_mol": 84.12,
  "e_tot_ev": -7359.2269,
  "relative_energy_kcal_mol": 69.8,
  "largest_force_ev_per_a": 1.17,
  "homo_energy_ev": -9.337,
  "gap_ev": 10.6,
  "charge": 0
}

=====

# 2
{
  "formula": "C6H16N2O",
  "method": "ωB97M-V/def2-TZVPD",
  "species": ["C", "C", "C", "C", "C", "C", "N", "N", "O", "H", "H", "H", "H", "H", "H", "H", "H", "H", "H", "H", "H", "H", "H", "H", "H"],
  "xyz": [[-1.0895, 0.0771, -0.3481], [0.2055, 0.6997, -0.0117], [1.1091, -1.8175, 0.7557], [2.0344, -0.9016, -1.2473], [-1.8725, 1.8161, -0.3497], [0.4169, 1.3654, 1.3355], [1.4267, -0.6100, 0.0301], [-1.7479, -0.7421, 0.5553], [-1.3248, -0.3821, -1.6159], [-0.4864, -0.6241, -2.0284], [0.6291, 1.2614, -0.8393], [-2.5933, -1.1746, 0.2094], [-1.6272, -0.5260, 1.5340], [2.9650, -1.4790, -1.1361], [2.0053, -2.4353, 0.9229], [0.7330, -1.5832, 1.7579], [0.3758, -2.4611, 0.2367], [2.3023, 0.0243, -1.7727], [1.3762, -1.4828, -1.9167], [-1.3269, 2.6628, -0.7697], [-2.2333, 2.0216, 0.6585], [-2.7253, 1.6585, -1.0140], [1.4447, 1.2143, 1.6718], [0.2407, 2.4406, 1.2627], [-0.2376, 0.9775, 2.1192]],
  "atomic_forces_ev_per_a": [[-2.085, 4.886, 0.265], [3.717, -4.398, 0.453], [-0.332, -0.104, 0.100], [-0.294, 0.354, -0.143], [-0.591, -2.112, -0.454], [-0.209, 0.210, 0.046], [-0.657, 1.988, -0.003], [0.609, -0.386, 0.486], [0.686, -0.271, -0.739], [-0.053, -0.066, 0.003], [-0.298, 0.061, 0.005], [0.126, 0.301, 0.384], [-0.505, -0.180, -0.256], [-0.236, 0.066, 0.130], [0.046, 0.287, -0.204], [-0.113, 0.006, -0.197], [0.012, 0.064, 0.192], [-0.062, -0.111, 0.114], [0.061, -0.195, -0.173], [0.432, -0.252, 0.169], [0.136, 0.029, -0.017], [-0.111, -0.058, 0.139], [-0.137, -0.039, -0.248], [-0.099, -0.075, 0.043], [-0.041, -0.005, -0.095]],
  "nbo_charge": [0.468, -0.029, -0.417, -0.415, -0.717, -0.635, -0.505, -0.862, -0.710, 0.486, 0.221, 0.402, 0.386, 0.200, 0.188, 0.190, 0.164, 0.193, 0.131, 0.194, 0.189, 0.205, 0.249, 0.224, 0.200],
  "mol_weight_g_mol": 132.21,
  "e_tot_ev": -11506.3803,
  "relative_energy_kcal_mol": 84.7,
  "largest_force_ev_per_a": 5.78,
  "homo_energy_ev": -7.468,
  "gap_ev": 8.4,
  "charge": 0
}

=====

# 3
{
  "formula": "C2HI",
  "method": "ωB97M-V/def2-TZVPD",
  "species": ["C", "C", "I", "H"],
  "xyz": [[-0.6306, -0.3135, -1.0638], [1.3252, 0.1772, 1.3078], [-0.5258, -0.5380, 1.0071], [-0.1688, 0.6742, -1.2511]],
  "atomic_forces_ev_per_a": [[-0.251, -0.155, -0.860], [0.216, 0.054, 0.185], [0.004, 0.048, 0.445], [0.031, 0.053, 0.230]],
  "nbo_charge": [-0.629, -0.208, 0.720, 0.118],
  "mol_weight_g_mol": 151.93,
  "e_tot_ev": -10180.0835,
  "relative_energy_kcal_mol": 190.0,
  "largest_force_ev_per_a": 0.91,
  "homo_energy_ev": [-8.526, -8.358],
  "gap_ev": [6.4, 6.9],
  "charge": 0
}

=====

# 4
{
  "formula": "C20H27CaCl3F3KNa2O8P3S",
  "method": "ωB97M-V/def2-TZVPD",
  "species": ["C", "P", "C", "C", "C", "O", "C", "C", "C", "C", "C", "C", "O", "C", "O", "O", "C", "C", "P", "O", "O", "O", "P", "S", "H", "H", "H", "H", "H", "H", "H", "H", "H", "H", "H", "H", "H", "H", "H", "H", "H", "H", "H", "O", "H", "F", "C", "C", "C", "C", "C", "C", "H", "H", "H", "H", "H", "Ca", "F", "Cl", "Na", "Na", "C", "Cl", "Cl", "H", "H", "F", "K"],
  "xyz": [[-0.8392, -0.6044, 3.6525], [0.1410, -0.5828, 2.0145], [-0.3987, -1.9653, 0.8134], [0.1974, 1.1403, 1.1969], [-0.8380, 2.3210, 1.6644], [-2.1739, 1.8607, 2.0711], [-2.9604, 1.3424, 0.9419], [-3.0808, 2.1130, -0.5180], [-3.9217, 1.5012, -1.7858], [-4.6803, 0.0502, -1.6271], [-4.5723, -0.6977, -0.1674], [-3.7356, -0.0973, 1.1103], [-0.0196, 0.8098, -0.2510], [0.6528, 1.8077, -1.1183], [0.5410, 1.9671, -2.4419], [1.5273, 2.5436, -0.1489], [1.7850, 1.6352, 1.0177], [2.9325, 0.4973, 0.7444], [4.2752, 1.0171, -0.5371], [3.7092, 1.2915, -1.9910], [5.3305, -0.4029, -0.7003], [5.2666, 2.3550, -0.0284], [2.5262, 2.8278, 2.3113], [3.1413, 4.4766, 1.3948], [-1.9823, -0.8814, 3.4552], [-0.4149, -1.5116, 4.2906], [-0.8020, 0.3899, 4.2706], [0.1864, -2.9484, 1.1527], [-1.5523, -2.2412, 0.9186], [-0.1147, -1.7976, -0.3090], [-0.3826, 2.8870, 2.6118], [-0.8549, 3.1496, 0.8065], [-2.5066, 3.1525, -0.6413], [-3.9607, 2.0636, -2.8233], [-5.2759, -0.4551, -2.5206], [-5.0984, -1.7418, -0.0302], [-3.7233, -0.7336, 2.1005], [2.5316, -0.5442, 0.3927], [3.5131, 0.3533, 1.7755], [4.6822, -1.1717, -0.8856], [6.1759, 1.9503, 0.1336], [1.6330, 3.2178, 3.3719], [3.7154, 2.2684, 2.9194], [-3.9496, 4.7327, 0.1363], [-4.0022, 4.4055, 1.0157], [-1.9365, -4.3988, 0.4145], [-2.2042, -4.9869, -0.7590], [-2.7383, -6.2706, -0.7749], [-3.0220, -6.8813, -1.9964], [-2.7579, -6.2048, -3.1899], [-2.2170, -4.9185, -3.1636], [-1.9439, -4.3039, -1.9419], [-2.9290, -6.7839, 0.1619], [-3.4470, -7.8817, -2.0195], [-2.9752, -6.6833, -4.1425], [-2.0085, -4.3956, -4.0939], [-1.5317, -3.3010, -1.9029], [-5.4759, -3.1684, 0.6862], [1.8241, 6.2678, 2.9793], [-1.4759, -4.4610, -5.7156], [-4.7759, -4.8160, -2.8006], [-2.9759, 6.5791, -0.3810], [8.9587, 2.9059, -1.0609], [10.5542, 3.2739, -0.3944], [8.2426, 1.5026, -0.2593], [8.3052, 3.7698, -0.9171], [9.0594, 2.6932, -2.1280], [2.1241, 4.7365, -0.8579], [2.7241, 5.9762, 4.4980]],
  "atomic_forces_ev_per_a": [[-1.810, -1.037, 0.357], [1.345, -0.402, 0.781], [-1.040, -1.524, 0.005], [-0.167, -0.195, -1.385], [1.439, 1.466, 0.066], [-0.118, -0.911, -3.376], [-2.044, -2.171, -2.922], [-1.129, -2.514, 0.206], [0.149, -2.635, 3.656], [2.154, 1.706, 3.211], [1.794, 3.326, -0.632], [-0.133, 1.843, -3.361], [0.992, 2.527, -1.229], [0.285, 0.296, -4.006], [0.570, -1.135, 10.319], [-0.897, -3.118, -1.316], [-1.474, 0.012, -1.323], [0.675, 0.049, 1.342], [0.362, 0.881, -6.240], [1.454, -0.994, 5.790], [-3.221, 1.292, 1.182], [-1.042, -4.276, -0.007], [0.447, 0.905, -0.669], [-0.549, 0.160, -1.834], [2.327, 0.785, 0.552], [-0.687, 2.105, -1.351], [0.101, -1.926, -1.372], [-1.194, 2.268, -0.570], [2.453, 0.848, -0.431], [-0.608, 0.085, 2.260], [-1.241, -1.403, -1.925], [-0.200, -1.905, 1.824], [-1.742, -2.535, 0.326], [0.142, -1.254, 2.561], [1.450, 1.286, 2.184], [2.064, 6.054, -2.284], [0.099, 1.631, -2.059], [0.554, 2.141, 0.631], [-1.348, -0.095, -2.223], [1.525, 1.726, 0.216], [-0.941, 0.750, -0.241], [0.275, -0.804, -0.413], [-1.126, -0.160, -0.151], [0.754, 0.897, -1.290], [-0.167, -0.371, 1.097], [-0.099, -0.004, 0.598], [-0.118, -0.579, -1.225], [-0.191, 0.031, 0.458], [0.009, 0.164, -0.180], [0.034, -0.343, 0.188], [-0.641, -0.173, 2.142], [-0.148, -0.121, 0.471], [0.081, 0.030, -0.055], [0.114, 0.113, 0.084], [0.206, 0.139, -0.002], [-0.039, 0.196, -0.184], [0.002, -0.028, -0.044], [-0.713, -3.402, 1.857], [-4.810, 1.508, -7.209], [0.488, 0.225, -2.175], [0.055, 0.078, -0.163], [-0.290, -0.545, 0.162], [0.028, 0.548, -0.368], [-0.133, 0.008, -0.078], [0.112, -0.309, 0.051], [0.160, -0.276, 0.062], [0.000, -0.089, 0.348], [0.763, 0.296, 1.551], [4.597, -1.145, 7.753]],
  "lowdin_charge": [-0.312, 0.954, -0.301, -0.435, -0.119, -0.142, -0.107, 0.051, 0.006, -0.037, -0.184, 0.000, -0.090, -0.207, 0.083, -0.171, -0.497, -0.216, 0.728, -0.330, -0.246, -0.262, 0.614, 0.581, 0.030, 0.062, 0.063, 0.070, 0.031, 0.068, 0.135, 0.160, 0.099, 0.116, 0.097, -0.222, 0.064, 0.105, 0.100, 0.097, -0.049, -0.008, 0.021, -0.516, -0.127, 0.001, -0.330, -0.039, -0.092, -0.144, -0.236, -0.005, 0.117, 0.116, 0.113, -0.224, 0.118, 1.119, -0.958, -0.210, 0.489, 0.747, -0.985, 0.521, 0.595, 0.038, 0.040, -0.408, 0.860],
  "mol_weight_g_mol": 808.93,
  "e_tot_ev": -165546.5925,
  "largest_force_ev_per_a": 10.40,
  "homo_energy_ev": -8.298,
  "gap_ev": 1.3,
  "charge": 1
}

=====

# 5
{
  "formula": "C3H7O3",
  "method": "ωB97M-V/def2-TZVPD",
  "species": ["O", "C", "O", "C", "C", "H", "H", "H", "H", "H", "H", "H", "O"],
  "xyz": [[-0.3061, 1.1774, 1.1401], [-0.0782, 0.5840, 0.0436], [0.1467, 1.1015, -1.0618], [-0.1538, -0.9552, 0.1123], [-1.2188, -1.4777, -0.8526], [-0.3047, -1.1787, 1.1631], [0.7868, -1.3905, -0.2176], [-0.8492, -1.2243, -1.8441], [-2.1805, -0.9747, -0.7379], [-1.3846, -2.5608, -0.8697], [2.1443, 2.7431, 0.4813], [1.2499, 1.8659, 1.3149], [2.1482, 2.2900, 1.3284]],
  "atomic_forces_ev_per_a": [[0.244, -0.058, -0.140], [-0.445, -0.068, 0.076], [0.189, 0.074, -0.178], [-0.199, -0.047, -0.073], [0.077, 0.106, -0.327], [-0.221, -0.399, 0.046], [0.328, 0.077, 0.132], [-0.153, 0.121, -0.211], [-0.017, -0.036, 0.151], [0.103, 0.038, 0.385], [0.049, -0.014, -0.088], [0.115, 0.200, 0.222], [-0.070, 0.004, 0.006]],
  "nbo_charge": [-0.815, 0.768, -0.769, -0.514, -0.602, 0.201, 0.192, 0.214, 0.196, 0.176, 0.456, 0.504, -1.007],
  "mol_weight_g_mol": 91.09,
  "e_tot_ev": -9369.0140,
  "relative_energy_kcal_mol": 3.3,
  "largest_force_ev_per_a": 0.46,
  "homo_energy_ev": -4.487,
  "gap_ev": 8.7,
  "charge": -1
}

=====

# 6
{
  "formula": "C13H20BN8O8P2RuS",
  "method": "ωB97M-V/def2-TZVPD",
  "species": ["Ru", "C", "C", "N", "N", "C", "B", "N", "C", "C", "C", "N", "N", "C", "C", "C", "N", "H", "H", "H", "H", "H", "H", "H", "H", "H", "H", "O", "P", "O", "O", "O", "P", "O", "O", "O", "H", "H", "C", "N", "C", "S", "N", "C", "H", "H", "H", "H", "H", "H", "H", "H", "O", "C"],
  "xyz": [[-0.2888, -0.5970, -0.2865], [2.5917, 0.7283, -3.3327], [1.5397, 0.9974, -2.4580], [1.4789, 0.0539, -1.5249], [2.4556, -0.8361, -1.7771], [3.1430, -0.4477, -2.8608], [2.6542, -2.0796, -0.8872], [2.6447, -1.6341, 0.5843], [3.6246, -1.6961, 1.4971], [3.1377, -1.2038, 2.6921], [1.8192, -0.8459, 2.4052], [1.5330, -1.1156, 1.1365], [1.4969, -3.0771, -1.0708], [1.5477, -4.2819, -1.6571], [0.2965, -4.8571, -1.5852], [-0.4873, -3.9051, -0.9337], [0.2452, -2.8379, -0.6204], [2.9094, 1.3090, -4.1802], [0.8325, 1.8106, -2.4483], [3.9829, -1.0267, -3.2065], [3.6899, -2.6108, -1.1666], [4.5904, -2.0920, 1.2317], [3.6586, -1.1145, 3.6288], [1.0828, -0.3896, 3.0458], [2.4756, -4.6455, -2.0657], [-0.0039, -5.8245, -1.9467], [-1.5340, -3.9221, -0.6880], [-2.9517, -2.1329, -3.4124], [-2.2523, -1.2455, -2.3074], [-0.8069, -1.0201, -2.6183], [-2.4531, -1.7851, -0.9004], [-3.1014, 0.1348, -2.3913], [-3.2636, 0.9664, -0.9982], [-4.3122, 0.0945, -0.1734], [-3.7143, 2.3422, -1.1952], [-1.8954, 0.7988, -0.3012], [-3.9141, -2.0842, -3.3965], [-3.9479, -0.8116, -0.1235], [-0.3754, 4.6921, 3.4967], [0.2469, 3.6783, 2.6589], [-0.2758, 2.9491, 1.6574], [0.8042, 1.8971, 0.8295], [-1.5359, 3.0328, 1.2685], [-2.6389, 3.8690, 1.7187], [0.4022, 5.1228, 4.1223], [-1.1396, 4.2751, 4.1516], [-0.8072, 5.4963, 2.9054], [1.2120, 3.4573, 2.8357], [-1.7411, 2.4048, 0.4946], [-2.8605, 3.7257, 2.7751], [-3.5091, 3.5701, 1.1384], [-2.4605, 4.9253, 1.5214], [-2.2957, -1.2090, 2.7559], [-1.5293, -1.0026, 1.9630]],
  "atomic_forces_ev_per_a": [[0.230, 0.116, -0.226], [-0.018, 0.047, -0.004], [0.072, -0.009, 0.000], [-0.082, -0.122, 0.004], [0.074, 0.014, -0.112], [-0.022, -0.014, 0.091], [0.006, 0.015, 0.034], [0.065, -0.027, 0.036], [-0.058, -0.027, -0.012], [-0.029, 0.009, 0.026], [0.038, -0.061, 0.009], [-0.077, 0.124, 0.075], [0.006, -0.137, -0.058], [0.035, 0.077, 0.110], [-0.068, -0.039, 0.018], [0.043, -0.020, 0.070], [0.042, 0.063, -0.207], [-0.007, -0.004, 0.004], [0.000, -0.005, -0.005], [-0.004, 0.006, -0.007], [0.042, -0.002, -0.011], [-0.006, 0.005, 0.004], [-0.003, 0.002, -0.010], [-0.001, 0.010, -0.012], [-0.010, -0.006, -0.009], [-0.011, 0.016, -0.004], [-0.005, -0.008, -0.015], [0.136, -0.048, -0.183], [-0.180, 0.002, 0.323], [-0.163, 0.192, 0.097], [-0.059, -0.055, -0.023], [0.008, -0.103, 0.031], [-0.055, -0.145, 0.064], [0.012, -0.012, -0.026], [-0.042, 0.027, 0.005], [0.172, 0.161, -0.070], [-0.004, 0.027, 0.020], [-0.036, 0.028, -0.004], [0.007, 0.033, -0.010], [-0.025, -0.026, 0.052], [-0.083, 0.133, -0.077], [0.035, -0.205, 0.103], [0.030, 0.069, -0.024], [-0.083, 0.011, 0.035], [0.018, -0.014, -0.007], [0.013, -0.003, -0.004], [0.013, -0.003, 0.018], [0.002, 0.011, -0.018], [-0.015, -0.014, 0.012], [0.003, 0.000, -0.019], [0.031, -0.025, -0.019], [0.018, -0.013, -0.003], [0.114, 0.076, -0.089], [-0.124, -0.127, 0.030]],
  "nbo_charge": [1.587, -0.346, 0.014, -0.352, -0.309, 0.009, 0.537, -0.306, 0.005, -0.354, -0.009, -0.343, -0.314, 0.009, -0.351, -0.006, -0.352, 0.234, 0.233, 0.223, -0.030, 0.225, 0.232, 0.214, 0.223, 0.233, 0.240, -0.978, 2.552, -1.090, -1.183, -1.084, 2.571, -1.007, -1.106, -1.188, 0.515, 0.522, -0.415, -0.596, 0.360, -0.281, -0.589, -0.426, 0.218, 0.199, 0.206, 0.418, 0.466, 0.193, 0.255, 0.197, -0.444, 0.568],
  "multiplicity": 6,
  "mol_weight_g_mol": 622.25,
  "e_tot_ev": -74785.7588,
  "relative_energy_kcal_mol": 0.0,
  "s2": 8.759,
  "largest_force_ev_per_a": 0.37,
  "homo_energy_ev": [-8.537, -8.474],
  "gap_ev": [8.9, 6.8],
  "charge": 0
}